Formula: C6H14O2
Source: the OMol25 dataset
Level of theory: wB97M-V/def2-TZVPD

Cartesian coordinates (Å):
C: 2.310 0.919 -0.433
C: 0.864 0.459 -0.697
C: -0.060 1.657 -0.452
C: 0.534 -0.704 0.238
C: -0.884 -1.286 0.044
C: -0.920 -2.017 -1.263
O: -0.787 -3.211 -1.385
H: 2.299 1.701 0.331
H: 2.813 1.315 -1.313
H: 2.901 0.105 -0.008
H: 0.740 0.169 -1.742
H: 0.307 2.543 -0.962
H: -1.110 1.472 -0.665
H: -0.046 1.874 0.622
H: 0.664 -0.381 1.272
H: 1.270 -1.497 0.084
H: -1.193 -1.885 0.890
H: -1.548 -0.430 -0.059
H: -1.177 -1.430 -2.166
O: -1.971 0.298 2.412
H: -2.786 0.800 2.310
H: -2.221 -0.472 2.942

Forces on atoms 1 to 6 (eV/Å):
C -0.1 -0.2 0.3
C 0.0 0.6 0.2
C 0.0 -0.2 0.7
C 0.0 -0.3 -0.1
C 0.6 0.9 -0.6
C -0.8 -0.8 0.1

## Properties
Energy relative to the best compared isomer or geometry (same formula, charge and spin) = 22.98 kcal/mol
Max |F| = 1.23 eV/Å
SMILES = CC(C)CCC=O.O
Highest occupied orbital energy = -9.5 eV

Atomic partial charges in e from the Mulliken method, atoms 1 to 4: -1.512 0.885 -1.538 -1.023

---

Formula: C4H25N2O7
Source: the OMol25 dataset
Level of theory: wB97M-V/def2-TZVPD

Cartesian coordinates (Å):
C: -0.930 -2.587 2.126
C: 0.305 -2.712 1.164
C: 1.208 -1.541 1.210
C: 2.526 -1.584 1.385
N: 3.414 -0.538 1.395
N: 0.667 -0.208 0.775
H: -0.908 -1.626 2.647
H: -1.010 -3.326 2.927
H: -1.845 -2.692 1.540
H: 0.792 -3.603 1.544
H: -0.081 -2.929 0.180
H: 2.967 -2.508 1.729
H: 3.090 0.326 1.009
H: 4.395 -0.761 1.347
H: 0.932 0.443 1.519
H: 1.062 0.197 -0.069
H: -0.362 -0.253 0.828
H: -3.331 3.033 -1.489
H: -2.343 4.332 -1.209
O: -2.454 3.400 -1.400
H: -2.980 -0.810 -1.888
H: -3.176 -2.180 -1.153
O: -3.127 -1.228 -1.038
H: -1.056 2.052 1.843
H: -0.114 2.570 0.872
O: -0.124 2.329 1.810
H: 3.697 1.249 -2.442
H: 2.947 2.529 -2.466
O: 2.859 1.623 -2.134
H: -1.006 2.145 -1.324
H: -0.712 0.652 -1.902
O: -0.662 1.258 -1.141
H: -2.830 -0.410 1.167
H: -2.106 0.615 0.321
O: -2.072 0.185 1.195
H: 1.484 0.762 -3.200
H: 0.322 1.166 -4.218
O: 0.561 0.628 -3.459

Forces on atoms 1 to 6 (eV/Å):
C -0.1 0.4 -0.2
C -1.3 -0.4 1.7
C 0.7 0.4 -1.3
C 0.5 -0.3 1.0
N -0.6 -0.3 -0.1
N 0.8 -1.2 1.9

## Properties
Energy relative to the best compared isomer or geometry (same formula, charge and spin) = 51.50 kcal/mol
Net charge = +1
Max |F| = 2.35 eV/Å
Highest occupied orbital energy = -11.6 eV

Atomic partial charges in e from the Mulliken method, atoms 1 to 4: -0.963 -0.633 0.212 -0.247

---

Formula: C12H38O7
Source: the OMol25 dataset
Level of theory: wB97M-V/def2-TZVPD

Cartesian coordinates (Å):
C: -2.541 -3.882 2.826
C: -1.682 -2.628 2.859
O: -1.973 -1.802 1.744
H: -2.239 -4.566 3.626
H: -2.479 -4.426 1.889
H: -3.558 -3.573 3.078
H: -0.633 -2.945 2.775
H: -1.791 -2.164 3.840
H: -1.203 -1.798 1.140
C: 0.602 0.695 -1.011
C: 0.325 -0.802 -1.196
O: 0.181 -1.452 0.061
H: -0.229 1.087 -0.425
H: 0.577 1.214 -1.969
H: 1.553 0.807 -0.491
H: 1.051 -1.328 -1.816
H: -0.645 -0.825 -1.700
H: 1.074 -1.493 0.443
C: 0.864 0.966 2.957
C: -0.533 0.803 3.504
O: -1.523 0.969 2.493
H: 1.173 0.087 2.389
H: 1.594 1.128 3.759
H: 1.004 1.869 2.360
H: -0.682 1.560 4.278
H: -0.674 -0.180 3.952
H: -1.954 0.117 2.310
C: -1.645 4.231 -3.593
C: -2.500 4.857 -4.703
O: -3.859 4.487 -4.573
H: -1.692 4.760 -2.641
H: -0.573 4.259 -3.820
H: -1.903 3.180 -3.453
H: -2.137 4.506 -5.674
H: -2.309 5.928 -4.662
H: -3.961 3.601 -4.924
C: 2.936 -3.081 2.191
C: 2.919 -3.042 0.683
O: 3.158 -1.680 0.272
H: 3.940 -2.957 2.591
H: 2.627 -4.046 2.616
H: 2.169 -2.424 2.611
H: 1.977 -3.401 0.264
H: 3.759 -3.651 0.333
H: 3.308 -1.703 -0.684
C: 3.558 -2.130 -3.509
O: 3.647 -0.975 -2.679
H: 3.262 -1.882 -4.528
H: 4.499 -2.680 -3.553
H: 2.801 -2.786 -3.075
H: 4.555 -0.820 -2.408
C: -2.534 3.441 0.256
O: -1.616 3.498 1.310
H: -3.567 3.454 0.622
H: -2.448 4.364 -0.317
H: -2.420 2.602 -0.434
H: -1.609 2.655 1.808

Forces on atoms 1 to 6 (eV/Å):
C -0.2 0.2 0.9
C 0.8 -1.4 -0.7
O -0.1 0.5 0.4
H 0.1 0.0 0.0
H -0.1 0.2 -0.2
H -0.1 -0.3 -0.4

## Properties
Energy relative to the best compared isomer or geometry (same formula, charge and spin) = 57.12 kcal/mol
Max |F| = 1.76 eV/Å
SMILES = CCO.CCO.CCO.CCO.CCO.CO.CO
Highest occupied orbital energy = -9.3 eV

Atomic partial charges in e from the Mulliken method, atoms 1 to 4: -1.390 0.197 -0.591 0.373

---

Formula: C9H16AlClI2N3O2P
Source: the OMol25 dataset
Level of theory: wB97M-V/def2-TZVPD

Cartesian coordinates (Å):
I: -1.006 -2.194 -1.347
I: -1.404 1.743 -0.910
Al: 0.483 0.059 -0.201
P: 0.369 0.022 -3.013
C: -1.243 -0.016 -3.882
C: 1.178 1.481 -3.744
H: 2.254 -1.428 -3.419
H: 1.445 -1.004 -4.948
H: 0.757 -2.245 -3.859
C: 1.283 -1.289 -3.900
H: 2.131 1.646 -3.232
H: 1.372 1.298 -4.809
H: -1.101 -0.030 -4.968
H: -1.850 0.846 -3.599
H: 0.565 2.376 -3.624
H: -1.808 -0.906 -3.592
C: -2.315 -0.628 -0.094
O: -3.486 -0.595 0.035
Cl: 2.584 0.016 -0.432
C: -1.895 -1.403 4.230
N: -0.804 -0.593 3.676
C: 0.077 0.069 4.486
C: 1.009 0.910 3.946
C: 1.138 0.976 2.548
N: 0.320 0.213 1.772
C: -0.722 -0.482 2.331
O: -1.583 -1.099 1.621
N: 2.026 1.795 1.946
H: -2.860 -0.941 3.974
H: -1.776 -1.410 5.312
H: -1.837 -2.428 3.840
H: -0.085 -0.110 5.547
H: 1.680 1.481 4.582
H: 2.525 2.424 2.577
H: 2.579 1.446 1.151

Forces on atoms 1 to 6 (eV/Å):
I -0.6 -0.3 1.9
I 0.1 0.3 1.1
Al -0.2 0.4 -0.9
P 0.1 0.2 -1.6
C -0.4 0.0 0.2
C 0.2 0.4 0.5

## Properties
Energy relative to the best compared isomer or geometry (same formula, charge and spin) = 91.41 kcal/mol
Net charge = +2
Max |F| = 4.10 eV/Å
Highest occupied orbital energy (alpha / beta) = -15.2 / -14.8 eV

Atomic partial charges in e from the Mulliken method, atoms 1 to 4: 0.226 0.078 0.500 0.240